Entry from the Open Molecules 2025 dataset: a molecular structure, C20H39Br2NO11 in a non-equilibrium geometry (ωB97M-V/def2-TZVPD).

Calculated values
DFT total energy = -185466.888 eV
frontier orbital gap = 9.86 eV

Geometry as ORCA input:
```
! RIJCOSX wB97M-V def2-TZVPD def2/J DEFGRID3
* xyz 0 1
Br -1.6680 -6.1529 2.3671
Br -0.8271 -5.4249 -0.5560
O 2.2183 -5.3376 5.0535
O 0.8490 5.6309 0.2977
O 1.9924 4.2875 -1.0549
O 2.0247 -2.1090 -1.0341
O -0.5209 8.4011 -2.2757
O 0.6140 -4.7592 3.3493
O 2.2327 0.0948 -1.0190
O -4.8036 -6.8593 3.4492
O -5.5354 -7.0065 1.3617
O 2.8812 -5.0916 2.7970
O 1.2528 9.6311 -1.7582
N 1.5296 -6.5329 5.2662
C 1.5281 7.6472 -3.1746
C 2.6703 9.8132 -1.6256
C 0.6777 8.5689 -2.3477
C 2.5000 -1.1133 -1.5364
C 0.4384 -4.6697 0.8231
C -4.7275 -9.0238 2.5060
C 0.2118 -5.5193 2.1785
C 3.3150 -1.2046 -2.7967
C -4.9967 -7.5441 2.4697
C 2.8899 1.3108 -1.4155
C 2.2215 1.9200 -2.6291
C -5.6270 -7.6803 0.0981
C 3.2553 10.4546 -2.8672
C -0.6543 5.4189 2.2000
C 1.9859 -5.0545 3.6554
C 0.0837 -3.1155 0.9460
C -0.3788 6.1043 0.8773
C -6.8727 -8.5398 0.0285
C -0.1891 3.5554 -0.4993
C 0.9564 4.5300 -0.4648
H 2.7541 11.4026 -3.0779
H 2.7957 1.9981 -0.5726
H -0.2225 3.0969 -1.4877
H 0.7410 -2.4940 0.2255
H 3.8971 -2.1272 -2.7645
H 4.3232 10.6422 -2.7365
H -1.0058 -2.9458 0.6591
H 0.5176 -6.3687 5.3642
H 0.8627 -6.4515 2.1399
H 1.7128 -7.1367 4.4509
H -1.1623 4.0160 -0.3443
H 2.5628 7.5894 -2.8437
H -4.5042 -9.4543 1.5320
H 2.2795 1.2574 -3.4961
H 0.2508 -2.6682 1.9831
H 1.4914 7.9643 -4.2183
H 3.9607 1.1480 -1.5616
H -5.5861 -9.5335 2.9465
H 1.1238 6.6372 -3.0897
H -5.6880 -6.8975 -0.6615
H 4.0318 -0.3951 -2.9162
H 2.6891 2.8701 -2.8884
H 2.8137 10.4827 -0.7742
H 0.1856 5.5612 2.8847
H 3.1207 9.8233 -3.7477
H -6.8596 -9.3292 0.7828
H -0.0236 2.7808 0.2518
H -1.5575 5.8231 2.6617
H -1.2083 6.0075 0.1729
H -3.8472 -9.1985 3.1269
H -7.7632 -7.9354 0.2185
H -6.9654 -9.0040 -0.9557
H -0.7820 4.3415 2.0763
H 2.6433 -1.2323 -3.6561
H -0.2453 7.1747 1.0484
H 3.1635 8.8736 -1.3646
H -4.7144 -8.2433 -0.1131
H 1.5243 -4.7962 0.5096
H 1.1625 2.0912 -2.4337
*
```